(1)
An isolated molecule of C5H10O in a non-equilibrium geometry, computed with ωB97M-V/def2-TZVPD.

Last column: natural (NBO) charge in e.
Positions of all 16 atoms, in Å:
C: -1.87459 -0.48503 -1.67392  -0.599
C: -0.63939 -0.89127 -0.86109  -0.486
C: -0.49501 -0.05617 0.35861  0.115
O: 0.05047 -0.56126 1.47566  -0.455
C: 0.91037 0.39391 1.87807  0.101
C: 1.99875 0.91225 0.99178  -0.691
H: -2.80123 -0.68283 -1.12417  0.209
H: -1.91298 -1.03183 -2.62068  0.210
H: -1.86411 0.58740 -1.91314  0.203
H: -0.67854 -1.94980 -0.56527  0.218
H: 0.24658 -0.82465 -1.51777  0.202
H: -0.77992 0.98777 0.37889  0.162
H: 0.96228 0.49098 2.95942  0.161
H: 2.00035 0.33742 0.05468  0.221
H: 2.98207 0.80542 1.47816  0.214
H: 1.89491 1.96768 0.70074  0.214

Forces on the atoms, in the same order (eV/Å):
C -0.080 -0.002 -0.066
C -0.041 -0.096 -0.011
C -0.919 -0.087 -1.251
O 0.117 -0.149 -0.069
C 0.955 0.492 1.170
C 0.009 -0.124 -0.144
H 0.181 -0.007 -0.051
H -0.022 0.061 0.111
H 0.090 -0.227 0.069
H -0.113 0.174 -0.001
H -0.054 0.082 0.139
H -0.009 -0.037 0.046
H 0.073 -0.023 -0.171
H 0.076 0.087 0.200
H -0.229 0.024 -0.107
H -0.036 -0.170 0.136

Energy relative to the best compared isomer or geometry (same formula, charge and spin) (kJ/mol): 377.3
LUMO level (alpha / beta) (eV): 0.997 / 0.976
E_HOMO (alpha / beta) (eV): -7.14 / -7.29
Kohn-Sham gap (alpha / beta) (eV): 8.1 / 8.3

(2)
An isolated molecule of C15H14N4O3 in a non-equilibrium geometry, computed with ωB97M-V/def2-TZVPD.

Last column: natural (NBO) charge in e.
Positions of all 36 atoms, in Å:
C: -0.46973 3.56233 -1.99553  -0.653
C: 0.14689 4.07118 -0.74433  0.277
C: 0.75021 5.29262 -0.56914  -0.322
C: 1.28804 5.62421 0.68776  0.091
N: 1.25895 4.83602 1.72954  -0.409
C: 0.68421 3.65626 1.57220  0.475
N: 0.51320 2.66731 2.42616  -0.438
C: -0.13529 1.73084 1.72100  0.230
N: -0.39168 2.05633 0.45675  -0.278
N: 0.12202 3.27092 0.33997  -0.171
C: -0.51948 0.41664 2.29053  0.759
O: 0.04559 -0.12682 3.19751  -0.543
O: -1.59442 -0.06180 1.65288  -0.489
C: -2.02179 -1.37570 1.98939  -0.101
H: -3.09785 -1.33121 2.17269  0.195
C: -1.72455 -2.32494 0.83045  -0.086
O: -0.32892 -2.49185 0.77066  -0.496
C: 0.20630 -3.25262 -0.22572  0.301
C: -0.52652 -3.93431 -1.18980  -0.271
C: 0.13385 -4.68226 -2.15218  -0.204
C: 1.51324 -4.75959 -2.16579  -0.247
C: 2.24372 -4.07962 -1.20262  -0.188
C: 1.59950 -3.33163 -0.24007  -0.257
H: 2.14762 -2.79597 0.51875  0.228
H: 3.32222 -4.13395 -1.20298  0.214
H: 2.01776 -5.34543 -2.91897  0.213
H: -0.44513 -5.20934 -2.89654  0.212
H: -1.60476 -3.89491 -1.20170  0.209
H: -2.10305 -1.88581 -0.10247  0.185
H: -2.22694 -3.28528 1.01352  0.181
H: -1.48942 -1.70640 2.88720  0.226
H: 1.76389 6.58255 0.84157  0.201
H: 0.80920 5.98928 -1.38855  0.233
H: -1.51655 3.32120 -1.81469  0.248
H: 0.02198 2.63718 -2.29420  0.249
H: -0.39233 4.29456 -2.79326  0.229

Forces on the atoms, in the same order (eV/Å):
C -0.018 -0.068 0.030
C 0.082 0.486 -0.444
C -0.193 -0.369 -0.089
C 0.003 -0.068 0.108
N 0.383 0.569 0.419
C -0.526 -0.678 -0.679
N 0.194 -0.094 0.607
C 0.310 0.950 -0.506
N -0.643 -0.997 -0.472
N 0.611 0.427 1.259
C 0.000 -0.425 0.291
O 0.018 0.254 -0.126
O -0.135 0.149 -0.286
C 0.190 -0.669 -0.045
H 0.123 -0.001 -0.029
C -0.341 0.299 0.216
O 0.200 0.009 0.011
C 0.158 -0.051 -0.085
C -0.229 0.173 0.224
C 0.121 -0.054 -0.067
C -0.024 -0.109 -0.150
C -0.023 0.038 0.048
C -0.151 0.087 0.107
H 0.076 0.066 0.093
H 0.088 0.005 0.014
H 0.038 -0.048 -0.062
H -0.043 -0.036 -0.052
H -0.084 0.028 0.027
H 0.022 -0.107 0.062
H 0.027 0.102 -0.037
H -0.209 0.010 -0.135
H 0.036 0.136 -0.082
H -0.023 0.018 -0.096
H -0.048 -0.027 -0.033
H -0.009 -0.046 -0.045
H 0.020 0.042 0.004

Energy relative to the best compared isomer or geometry (same formula, charge and spin) (kJ/mol): 150.6
LUMO level (eV): -0.027
E_HOMO (eV): -8.58
Kohn-Sham gap (eV): 8.6
Structure (SMILES): Cc1ccnc2nc(C(=O)OCCOc3ccccc3)nn12

(3)
The ion C3H3N2 with charge +1 in a non-equilibrium geometry, computed with ωB97M-V/def2-TZVPD.

Last column: natural (NBO) charge in e.
Positions of all 8 atoms, in Å:
C: 2.00311 -0.02182 -0.19529  0.175
C: -1.53552 0.59003 -0.06199  0.128
C: 0.52579 -0.78438 -0.06559  0.260
N: 3.05603 0.37371 -0.02620  -0.145
N: -0.55415 -0.18065 -0.17151  -0.245
H: -1.66617 1.09795 0.86491  0.257
H: -2.51076 0.58181 -0.79446  0.300
H: 0.68167 -1.65665 0.45014  0.270

Forces on the atoms, in the same order (eV/Å):
C -5.400 -2.467 -0.306
C -2.800 -1.365 -2.040
C 4.099 4.612 -0.399
N 1.269 0.579 0.073
N 0.025 0.496 -0.154
H 0.143 0.627 0.729
H 2.931 0.098 1.327
H -0.267 -2.581 0.771

Energy relative to the best compared isomer or geometry (same formula, charge and spin) (kJ/mol): 129.2
LUMO level (eV): -6.892
E_HOMO (eV): -17.44
Kohn-Sham gap (eV): 10.5
Charge: +1
Structure (SMILES): C=[N+]=CC#N

(4)
A cluster of 5 separate species, C21H53BF4N5O3 in total in a non-equilibrium geometry, computed with ωB97M-V/def2-TZVPD.

Last column: Mulliken charge in e.
Positions of all 87 atoms, in Å:
C: -3.72814 -2.27774 -1.34273  -1.274
C: -2.26189 -2.07782 -1.73126  -0.207
N: -1.38978 -3.05449 -1.08382  0.474
C: -1.09480 -4.31775 -1.57768  -0.539
C: -0.40064 -4.94751 -0.60748  -0.528
N: -0.29312 -4.08224 0.45660  0.143
C: -0.93393 -2.96034 0.14883  -0.518
C: 0.32375 -4.38697 1.75094  -0.772
H: -4.16931 -3.21096 -1.69859  0.365
H: -4.30600 -1.48242 -1.81423  0.427
H: -3.87426 -2.26077 -0.26304  0.327
H: -2.01777 -1.08989 -1.34747  -0.059
H: -2.14180 -2.15757 -2.80704  0.352
H: -1.38780 -4.52740 -2.59137  0.567
H: 0.04777 -5.92531 -0.56419  0.495
H: -1.12220 -2.15964 0.84394  0.696
H: -0.44110 -4.41481 2.52535  0.338
H: 1.05177 -3.60713 1.96072  0.345
H: 0.77678 -5.37131 1.70751  0.302
C: 2.65644 -2.96784 -2.60851  -0.900
N: 2.61581 -1.99046 -3.71297  0.212
C: 3.42680 -0.78998 -3.24426  -0.927
C: 3.31132 -2.57574 -4.89353  -1.015
C: 1.17501 -1.70459 -4.10592  0.313
C: 0.89412 -0.25078 -4.28600  -0.561
O: 1.56429 0.12928 -5.47957  -0.500
H: 2.37324 -2.51840 -1.66074  0.258
H: 3.66988 -3.35211 -2.50216  0.436
H: 2.00554 -3.80276 -2.86716  0.416
H: 3.52489 -0.13428 -4.10370  0.390
H: 4.36827 -1.17756 -2.87256  0.417
H: 2.87483 -0.33138 -2.43021  0.267
H: 4.36670 -2.71565 -4.66692  0.408
H: 3.30555 -1.80532 -5.66740  0.418
H: 2.80916 -3.46142 -5.26418  0.390
H: 0.56398 -2.09725 -3.29204  -0.433
H: 0.91818 -2.30099 -4.97636  0.403
H: 1.25012 0.33825 -3.43831  0.117
H: -0.18629 -0.06828 -4.27418  0.577
H: 1.10847 0.84861 -5.92654  0.330
C: 0.45666 2.16250 5.59322  -0.872
N: 0.43343 0.93644 4.72290  0.107
C: -0.43893 1.21315 3.55191  -0.969
C: 1.84277 0.66549 4.27045  -0.896
C: -0.11994 -0.16620 5.58407  -0.625
C: -0.10594 -1.55572 4.99092  -0.121
O: 1.24682 -2.04917 4.93242  -0.534
H: 1.00861 1.92224 6.49741  0.441
H: -0.57730 2.40822 5.81775  0.393
H: 0.97748 2.95478 5.06543  0.359
H: -1.45773 1.37323 3.89760  0.359
H: -0.36760 0.41724 2.81883  0.093
H: -0.10767 2.12960 3.06825  0.487
H: 2.22711 1.57739 3.82764  0.391
H: 1.80340 -0.16677 3.57523  0.386
H: 2.44477 0.34028 5.11446  0.349
H: -1.14335 0.08323 5.85906  0.406
H: 0.52306 -0.16671 6.46454  0.388
H: -0.43518 -1.51829 3.94545  -0.114
H: -0.69897 -2.23770 5.59356  0.600
H: 1.24247 -2.98644 5.14977  0.316
C: -1.68744 3.07255 -2.01657  -0.966
N: -1.51858 4.07307 -0.91153  -0.039
C: -0.14281 3.84553 -0.39168  -0.655
C: -1.69575 5.41725 -1.53275  -0.863
C: -2.58391 3.78489 0.09830  -0.235
C: -2.53586 4.63861 1.35133  -0.675
O: -1.52718 4.14729 2.22833  -0.360
H: -0.84401 3.14592 -2.69523  0.439
H: -2.57814 3.34575 -2.58416  0.471
H: -1.78670 2.07479 -1.60167  0.245
H: 0.05841 4.54964 0.41941  0.343
H: 0.56051 4.08767 -1.17911  0.503
H: -0.09058 2.88261 0.09327  0.024
H: -1.32058 6.17758 -0.85066  0.413
H: -2.74766 5.58528 -1.74088  0.355
H: -1.09914 5.48953 -2.43849  0.389
H: -2.42249 2.74858 0.41608  0.081
H: -3.55497 3.78934 -0.39180  0.539
H: -3.52890 4.79324 1.77580  0.451
H: -2.23873 5.64879 1.03341  0.313
H: -1.31885 4.88393 2.81406  0.269
B: 0.90496 0.30634 -0.39162  0.236
F: 1.96439 -0.06713 0.45475  -0.374
F: 1.27901 1.41499 -1.17208  -0.399
F: 0.65642 -0.77234 -1.26783  -0.016
F: -0.18921 0.64024 0.44868  -0.386

Forces on the atoms, in the same order (eV/Å):
C -0.256 -0.405 -0.387
C -1.044 0.132 0.636
N -0.307 -0.320 -0.151
C -0.070 1.079 -0.168
C 0.401 -0.442 0.063
N -0.329 -0.318 0.028
C 0.149 -0.019 0.380
C -0.197 0.218 0.009
H 0.255 -0.058 -0.071
H -0.040 0.066 0.197
H 0.070 0.220 0.012
H 0.639 0.002 -0.354
H 0.235 0.145 -0.031
H 0.074 -0.499 0.074
H -0.056 -0.020 -0.104
H 0.190 0.219 -0.199
H -0.027 0.063 -0.031
H 0.151 -0.177 0.143
H 0.185 0.068 -0.101
C 0.076 -0.885 0.300
N 0.604 -0.082 -0.006
C -0.836 -0.335 -0.280
C 0.590 1.000 -0.728
C -0.432 -0.303 1.251
C 0.086 0.622 -0.233
O -0.276 0.112 -0.026
H -0.284 0.206 -0.141
H 0.024 0.066 -0.127
H -0.017 0.010 0.111
H 0.221 0.171 0.181
H 0.155 0.062 -0.166
H 0.125 0.144 0.026
H -0.134 -0.445 0.231
H -0.271 -0.152 -0.069
H 0.045 -0.184 0.234
H 0.071 0.215 0.105
H 0.283 0.173 -0.268
H 0.078 -0.117 0.002
H -0.010 -0.251 -0.488
H 0.049 0.056 0.004
C 0.007 -0.318 -0.054
N 0.125 0.366 0.276
C 0.029 0.247 -0.229
C -0.346 -0.523 0.025
C 0.328 -0.481 0.319
C 1.306 -0.191 -0.836
O -0.358 0.120 0.154
H -0.052 0.062 0.069
H 0.074 0.243 0.124
H -0.177 0.109 -0.079
H -0.024 -0.143 0.013
H -0.043 -0.109 0.074
H 0.102 -0.017 0.040
H 0.062 -0.058 -0.143
H 0.161 0.182 -0.238
H -0.049 0.207 0.130
H 0.046 0.276 0.011
H -0.228 -0.091 0.136
H -0.588 -0.120 0.216
H -0.395 0.234 -0.026
H 0.112 0.033 0.108
C -0.571 0.203 -0.462
N -0.204 -0.700 -0.943
C 0.112 1.513 1.296
C 0.481 0.541 0.434
C -0.027 -0.882 1.047
C 0.579 1.253 -1.081
O -0.567 0.010 0.126
H 0.176 -0.086 0.149
H -0.086 -0.156 0.143
H 0.173 -0.016 0.053
H -0.229 0.171 -0.185
H 0.104 -0.621 -0.148
H 0.163 -0.415 -0.628
H -0.137 -0.001 0.043
H -0.024 -0.050 -0.080
H -0.059 -0.182 -0.059
H 0.077 0.043 -0.099
H 0.044 0.398 -0.135
H 0.033 -0.606 0.307
H -0.133 0.006 0.095
H 0.102 -0.141 0.188
B 1.368 0.257 0.488
F -0.212 -0.032 -0.117
F -0.308 -0.173 0.032
F -0.674 -0.136 0.109
F -0.442 -0.262 -0.520

Energy relative to the best compared isomer or geometry (same formula, charge and spin) (kJ/mol): 0.0
LUMO level (eV): -6.385
E_HOMO (eV): -17.45
Kohn-Sham gap (eV): 11.1
Charge: +3